one:
Below is a 2-piece molecular cluster, CH4O2S overall, with properties calculated with the ωB97M-V functional and the def2-TZVPD basis.

Its molar mass is 80.11 g/mol. The frontier orbital gap is 10.201 eV. As for the LUMO energy: 0.53 eV. As for the highest occupied orbital energy: -9.7 eV.

Structure (ORCA input):
```
! RIJCOSX wB97M-V def2-TZVPD def2/J DEFGRID3
* xyz 0 1
C 0.638 1.281 0.164
O 1.342 0.323 0.426
O -1.483 -0.251 -0.036
S -0.932 -1.618 0.092
H 0.434 1.567 -0.805
H 0.111 2.008 1.015
H -0.582 -2.114 -1.307
H 0.471 -1.197 0.450
*
```

Here are the natural (NBO) charges for atoms 1 to 4, given in e:
1. C 0.33
2. O -0.58
3. O -0.99
4. S 0.84

---

two:
Below is a 2-piece molecular cluster, CH4O2S overall, with properties calculated with the ωB97M-V functional and the def2-TZVPD basis.

Its molar mass is 80.11 g/mol. The frontier orbital gap is 9.924 eV. As for the LUMO energy: 0.48 eV. As for the highest occupied orbital energy: -9.4 eV.

Structure (ORCA input):
```
! RIJCOSX wB97M-V def2-TZVPD def2/J DEFGRID3
* xyz 0 1
C 1.807 -0.466 -0.297
O 0.969 0.351 -0.298
O -0.760 0.098 1.194
S -2.045 0.077 0.362
H 1.996 -1.392 -1.052
H -2.694 1.318 0.492
H 2.616 -0.479 0.536
H -1.888 0.492 -0.939
*
```

Here are the natural (NBO) charges for atoms 1 to 4, given in e:
1. C 0.29
2. O -0.48
3. O -0.92
4. S 0.85

---

three:
Below is a 2-piece molecular cluster, CH4O2S overall, with properties calculated with the ωB97M-V functional and the def2-TZVPD basis.

Its molar mass is 80.11 g/mol. The frontier orbital gap is 9.290 eV. As for the LUMO energy: -0.11 eV. As for the highest occupied orbital energy: -9.4 eV.

Structure (ORCA input):
```
! RIJCOSX wB97M-V def2-TZVPD def2/J DEFGRID3
* xyz 0 1
O 0.345 -1.241 0.108
C 1.158 -0.393 -0.251
O 2.523 -0.306 0.062
H 0.794 0.447 -0.927
H 2.307 0.105 0.996
S -2.341 0.490 0.126
H -3.619 0.975 0.043
H -1.168 -0.077 -0.157
*
```

Here are the natural (NBO) charges for atoms 1 to 4, given in e:
1. O -0.53
2. C 0.64
3. O -0.69
4. H 0.12

---

Top of the stability list: one, leading by 0.0039 hartree.